11 unconnected molecules or ions with the total composition C54H139N9O18, computed with ωB97M-V with the def2-TZVPD basis set.

As for the SMILES: COC[C@H](C)N.COC[C@H](C)N.COCCNCCOC.COCCNCCOC.COCCNCCOC.COCCNCCOC.COCCNCCOC.COCCNCCOC.COCCNCCOC.CCO.CCO. For the energy relative to the best compared isomer or geometry (same formula, charge and spin), the calculation gives 23.5 kJ/mol. As for the spin multiplicity: 1.

Last column: Mulliken charge in e.
Element x y z (Å)
C -27.235 6.947 3.235  -0.8155
O -26.548 6.244 2.187  -0.3284
C -27.436 5.861 1.132  -0.8046
C -26.690 5.318 -0.082  0.4594
C -25.540 6.218 -0.503  -1.4693
N -27.695 5.175 -1.215  -0.0583
H -26.486 7.195 3.929  0.2781
H -27.994 6.314 3.665  0.3152
H -27.649 7.869 2.901  0.3342
H -28.080 5.074 1.570  0.3895
H -28.103 6.635 0.828  0.4080
H -26.310 4.291 0.073  0.2072
H -24.634 6.256 0.084  0.3067
H -26.009 7.211 -0.557  0.3468
H -25.166 5.959 -1.482  0.3392
H -28.303 5.911 -1.352  0.3179
H -28.057 4.293 -1.500  -0.2325
C -27.254 0.162 -3.330  0.2317
O -27.716 0.494 -4.598  -0.1081
C -28.743 -0.269 -5.140  -0.1373
C -29.439 0.494 -6.287  2.3328
C -30.171 1.698 -5.771  2.0119
N -30.362 -0.500 -6.883  1.6924
H -26.559 -0.695 -3.298  0.2474
H -28.040 -0.078 -2.605  -0.2413
H -26.739 1.117 -2.993  -0.3706
H -28.455 -1.276 -5.599  0.2193
H -29.470 -0.557 -4.276  -0.3716
H -28.637 0.905 -6.928  -1.5874
H -31.114 1.445 -5.271  -0.3964
H -30.533 2.456 -6.475  -0.7824
H -29.512 2.285 -5.079  -1.3456
H -31.135 -0.716 -6.190  -1.1746
H -30.878 -0.163 -7.714  -0.4406
C -36.024 -1.257 0.810  -0.9156
O -35.333 -1.818 -0.290  -0.3792
C -33.893 -1.987 -0.141  -0.7825
C -33.408 -2.614 -1.386  0.6383
N -33.597 -1.614 -2.471  -0.3354
C -33.222 -1.955 -3.883  -0.2808
C -33.660 -0.798 -4.736  -1.4830
O -33.288 -0.925 -6.078  0.9852
C -34.237 -1.788 -6.713  -0.8391
H -35.579 -1.314 1.762  0.3556
H -37.057 -1.681 0.893  0.2548
H -36.181 -0.215 0.717  0.3422
H -33.700 -2.649 0.737  0.4666
H -33.285 -1.035 0.079  0.0624
H -33.945 -3.598 -1.532  0.1646
H -32.332 -2.842 -1.362  -0.5438
H -34.523 -1.257 -2.475  0.2972
H -33.642 -2.923 -4.227  0.5957
H -32.136 -2.089 -3.935  -0.4880
H -33.212 0.150 -4.312  0.1424
H -34.728 -0.595 -4.546  0.7658
H -34.055 -1.849 -7.768  0.0047
H -35.231 -1.399 -6.536  0.4062
H -34.126 -2.800 -6.302  -0.1424
C -31.096 -1.679 3.451  -0.5723
O -30.109 -1.733 2.400  -0.3612
C -30.187 -0.952 1.228  0.4044
C -29.209 -1.673 0.209  -0.1639
N -29.907 -2.745 -0.472  0.0047
C -29.230 -3.211 -1.683  -0.0865
C -30.075 -4.230 -2.400  0.3888
O -30.433 -5.143 -1.345  -0.4674
C -31.581 -5.854 -1.681  -0.2818
H -30.914 -0.765 4.148  0.2629
H -31.044 -2.629 4.074  0.2506
H -32.136 -1.512 3.060  0.1565
H -29.773 0.093 1.266  0.3501
H -31.121 -0.966 0.704  -0.5842
H -28.342 -2.070 0.757  0.4340
H -28.952 -0.916 -0.531  -0.1927
H -29.981 -3.531 0.204  0.2132
H -28.179 -3.580 -1.437  0.4611
H -29.008 -2.333 -2.334  -0.5135
H -29.486 -4.824 -3.146  0.5004
H -30.985 -3.737 -2.963  -0.2944
H -32.414 -5.208 -1.530  -0.0075
H -31.713 -6.715 -0.954  0.2751
H -31.636 -6.183 -2.771  0.2203
C -36.093 -6.002 -6.225  -0.6367
O -34.828 -6.299 -6.806  -0.4185
C -35.009 -6.878 -8.126  -0.8715
C -34.612 -5.831 -9.158  -0.2011
N -35.382 -4.638 -8.828  -0.0637
C -35.321 -3.663 -9.970  -1.3715
C -34.027 -3.315 -10.691  -0.5773
O -33.138 -2.769 -9.776  0.4539
C -31.957 -2.321 -10.372  -0.1966
H -35.875 -5.237 -5.482  0.0870
H -36.515 -6.861 -5.702  0.2478
H -36.770 -5.722 -7.048  0.3928
H -36.035 -7.229 -8.252  0.4207
H -34.325 -7.808 -8.087  0.2896
H -35.065 -6.052 -10.203  0.5207
H -33.515 -5.663 -9.291  0.0445
H -34.886 -4.226 -7.983  0.0815
H -35.876 -2.798 -9.590  0.3514
H -36.021 -4.072 -10.683  0.5864
H -34.339 -2.641 -11.487  0.4176
H -33.511 -4.137 -11.221  0.4398
H -32.247 -1.593 -11.163  0.3234
H -31.348 -3.208 -10.837  0.1963
H -31.323 -1.823 -9.726  -0.4252
C -27.064 2.379 -9.514  0.0480
O -28.029 3.323 -10.004  0.1415
C -27.413 4.282 -10.829  -0.9955
C -28.341 4.946 -11.801  -0.5315
N -29.052 4.042 -12.720  -0.4338
C -30.347 4.677 -13.078  -0.2399
C -31.316 3.707 -13.544  -0.9684
O -31.723 2.888 -12.445  -0.1252
C -32.653 1.913 -12.883  -0.5365
H -26.156 2.900 -9.082  0.3255
H -26.688 1.772 -10.380  0.3520
H -27.516 1.779 -8.769  -0.6870
H -26.708 3.694 -11.445  0.4593
H -26.887 4.937 -10.192  0.3715
H -27.643 5.648 -12.300  0.2696
H -29.051 5.568 -11.256  0.3628
H -29.180 3.091 -12.279  0.2551
H -30.218 5.464 -13.804  0.3916
H -30.810 5.208 -12.208  0.2147
H -30.970 2.983 -14.318  0.4200
H -32.177 4.177 -14.067  0.3863
H -32.172 1.216 -13.660  0.2988
H -33.563 2.410 -13.221  0.3375
H -32.881 1.328 -12.046  -0.0830
C -26.332 -5.481 -12.243  -0.8236
O -26.846 -4.841 -11.160  -0.2575
C -28.263 -4.991 -10.985  -1.0827
C -28.742 -3.905 -9.988  0.9758
N -28.375 -2.587 -10.447  -0.1907
C -28.481 -1.640 -9.368  0.4465
C -27.239 -1.520 -8.470  -0.2283
O -26.135 -1.183 -9.245  -0.4178
C -24.852 -1.340 -8.651  -0.7045
H -25.279 -5.189 -12.331  0.2277
H -26.868 -5.095 -13.124  0.3531
H -26.251 -6.548 -12.143  0.2988
H -28.524 -6.041 -10.726  0.4001
H -28.742 -4.717 -11.932  0.3699
H -28.235 -4.033 -8.953  -0.0842
H -29.858 -3.943 -9.884  -0.4348
H -27.439 -2.599 -10.809  0.4299
H -29.334 -1.976 -8.789  -0.6737
H -28.625 -0.621 -9.786  0.0269
H -26.985 -2.537 -8.072  0.3803
H -27.348 -0.817 -7.575  0.1548
H -24.045 -1.306 -9.410  0.2631
H -24.934 -2.363 -8.123  0.2883
H -24.653 -0.554 -7.920  0.2349
C -34.548 4.568 -4.078  -0.7314
O -34.871 4.563 -5.413  -0.1942
C -35.956 3.667 -5.791  -0.2347
C -36.039 3.668 -7.288  -1.0760
N -34.784 3.291 -8.000  -0.2047
C -34.469 1.886 -7.976  -0.3646
C -33.318 1.567 -8.848  -0.3916
O -32.073 1.978 -8.464  0.7061
C -31.604 3.094 -9.172  -1.1359
H -35.285 5.184 -3.545  0.3048
H -33.530 4.918 -3.922  0.1442
H -34.633 3.591 -3.689  0.3165
H -36.789 3.913 -5.186  0.6004
H -35.754 2.638 -5.494  0.0227
H -36.325 4.722 -7.651  0.3321
H -36.840 3.098 -7.659  0.5111
H -33.971 3.820 -7.627  0.1321
H -35.255 1.267 -8.406  0.5206
H -34.211 1.513 -6.970  0.1533
H -33.457 1.871 -9.867  0.2119
H -33.205 0.513 -8.873  -0.2743
H -31.535 2.801 -10.180  0.4580
H -30.666 3.412 -8.752  -0.1017
H -32.304 3.873 -9.014  0.4295
C -24.786 3.306 -2.625  -1.1083
O -26.043 3.244 -3.281  0.1351
C -26.046 3.882 -4.614  -1.0783
C -27.335 4.429 -4.921  -0.2283
N -27.749 5.662 -4.311  -0.3288
C -29.141 5.742 -4.326  -0.0253
C -29.701 5.816 -5.748  -0.2656
O -31.039 6.119 -5.538  -0.3715
C -31.778 6.162 -6.762  -0.4399
H -24.884 3.280 -1.580  0.2989
H -24.209 4.143 -2.955  0.3908
H -24.103 2.470 -2.951  0.2204
H -25.868 3.078 -5.343  0.2738
H -25.317 4.677 -4.616  0.6195
H -28.147 3.684 -4.686  -0.1402
H -27.404 4.576 -5.949  0.4208
H -27.349 5.820 -3.344  0.2829
H -29.489 6.707 -3.882  0.5328
H -29.635 4.878 -3.732  -0.1996
H -29.785 4.832 -6.199  -0.0525
H -29.151 6.533 -6.358  0.3952
H -32.024 5.070 -7.082  -0.0629
H -31.220 6.660 -7.572  0.3423
H -32.727 6.672 -6.618  0.3313
C -30.544 2.330 -1.544  -0.9349
C -31.653 1.384 -1.431  -0.6467
O -31.478 0.232 -2.286  0.4824
H -30.513 2.548 -2.615  -0.0579
H -29.562 1.966 -1.270  0.2274
H -30.694 3.326 -1.106  0.5423
H -32.612 1.846 -1.631  0.5101
H -31.754 1.140 -0.405  0.2281
H -32.325 -0.259 -2.380  -0.0622
C -30.181 -4.365 -6.764  -0.6712
C -31.662 -4.710 -6.777  1.9671
O -31.858 -6.109 -6.763  -0.7749
H -29.778 -4.681 -5.787  0.2454
H -30.103 -3.294 -6.909  -0.1613
H -29.698 -4.859 -7.648  0.1724
H -32.075 -4.326 -7.724  -0.8493
H -32.254 -4.252 -5.938  -0.3013
H -32.803 -6.239 -6.517  0.4686

***

16 unconnected molecules or ions with the total composition C54H151N11O21, computed with ωB97M-V with the def2-TZVPD basis set.

For the energy relative to the best compared isomer or geometry (same formula, charge and spin), the calculation gives 351.1 kJ/mol. As for the spin multiplicity: 1.

Last column: Mulliken charge in e.
Element x y z (Å)
C 1.752 -5.469 -1.266  -0.0722
C 2.416 -4.502 -0.347  -0.1969
O 1.398 -3.894 0.493  -0.2169
O 2.694 -6.031 -2.056  -0.5393
H 1.041 -4.976 -1.928  -0.5581
H 1.146 -6.236 -0.783  0.4815
H 2.891 -3.719 -0.938  -0.0454
H 3.218 -4.894 0.278  0.5474
H 0.971 -3.304 -0.132  -0.0341
H 3.077 -6.693 -1.476  0.3971
C 2.749 5.206 1.335  0.7192
C 3.870 5.292 0.284  0.0676
O 3.448 5.019 -1.048  -0.4010
O 1.909 6.373 1.161  -0.7135
H 3.181 5.181 2.335  0.1982
H 2.091 4.385 1.049  -0.5808
H 4.709 4.646 0.542  -0.0693
H 4.304 6.290 0.345  0.4059
H 3.019 5.839 -1.302  0.1860
H 1.189 6.193 0.552  0.2085
C 3.458 -1.727 -5.158  -0.8549
C 2.279 -2.385 -4.413  -0.2291
O 1.565 -1.553 -3.535  1.8292
O 3.031 -0.622 -5.974  -0.6547
H 3.987 -2.502 -5.712  0.4697
H 4.119 -1.336 -4.385  0.2064
H 2.787 -3.242 -3.971  0.0985
H 1.644 -2.725 -5.231  0.3485
H 2.127 -1.062 -2.930  -0.9391
H 2.798 0.139 -5.437  0.2077
C -1.040 -4.402 -3.663  0.8971
C -1.763 -3.154 -4.317  -0.4647
O -1.187 -2.026 -3.736  0.2722
O -1.283 -5.542 -4.373  -0.6453
H -1.372 -4.449 -2.626  -0.2873
H 0.040 -4.261 -3.624  -0.4273
H -2.828 -3.271 -4.118  0.1760
H -1.571 -3.194 -5.389  0.3729
H -0.304 -1.778 -4.019  -0.4528
H -1.801 -6.240 -3.966  0.3789
C 6.617 3.375 -2.781  -0.5449
C 5.978 2.418 -1.755  -0.4431
O 4.554 2.351 -1.901  0.0114
O 7.994 3.598 -2.447  -0.5570
H 6.127 4.334 -2.614  0.1793
H 6.450 3.128 -3.830  0.3168
H 6.236 2.798 -0.767  0.2059
H 6.357 1.396 -1.761  0.4440
H 4.184 3.178 -1.583  -0.2605
H 8.223 4.455 -2.815  0.3195
C -3.761 -2.571 3.637  -1.6838
C -4.023 -1.091 3.780  1.9191
C -5.312 -0.582 3.150  -1.2991
O -5.143 -0.726 1.761  0.0867
C -6.213 -0.071 1.051  -0.8481
N -3.969 -0.788 5.179  -0.8369
H -2.762 -2.970 3.809  0.1927
H -4.149 -2.875 2.665  0.2263
H -4.488 -2.978 4.339  0.5114
H -3.164 -0.627 3.295  -0.4845
H -5.476 0.467 3.394  0.4618
H -6.159 -1.152 3.532  0.3664
H -7.159 -0.441 1.447  0.4163
H -6.255 -0.040 -0.038  -0.1683
H -6.222 0.993 1.286  0.4946
H -3.089 -1.152 5.517  0.3356
H -3.900 0.207 5.341  0.2941
C -8.289 -0.672 -2.205  -1.2656
C -8.029 -2.108 -2.701  0.6379
C -6.867 -2.825 -1.985  -0.9586
O -5.748 -1.950 -2.098  -0.1353
C -4.489 -2.477 -1.782  -0.6620
N -9.267 -2.822 -2.535  -0.6741
H -9.194 -0.124 -2.470  0.4398
H -7.446 -0.027 -2.455  0.1933
H -8.363 -0.565 -1.123  0.2828
H -7.749 -2.036 -3.751  0.1395
H -6.626 -3.817 -2.367  0.3860
H -7.063 -2.868 -0.913  0.3431
H -3.746 -1.727 -2.050  0.1118
H -4.255 -3.345 -2.399  0.3405
H -4.416 -2.873 -0.770  0.3718
H -9.917 -2.354 -3.150  0.2633
H -9.163 -3.800 -2.765  0.2326
C 1.716 2.555 -6.394  -1.8584
C 1.174 2.078 -5.022  1.3806
C 0.203 0.889 -5.212  0.3584
O -1.016 1.297 -5.696  -0.5071
C -1.880 0.228 -6.156  -0.7448
N 2.326 1.656 -4.227  0.4628
H 0.896 3.148 -6.799  0.3976
H 1.925 1.723 -7.068  0.2941
H 2.542 3.236 -6.191  0.5242
H 0.613 2.881 -4.545  -0.3984
H -0.050 0.579 -4.198  -0.5573
H 0.551 -0.031 -5.682  0.5089
H -1.380 -0.602 -6.656  0.3319
H -2.666 0.666 -6.771  0.3928
H -2.296 -0.201 -5.245  0.0844
H 2.876 2.501 -4.172  0.0775
H 2.022 1.505 -3.275  -0.9020
C -3.443 5.401 -3.595  -1.6646
C -2.500 4.097 -3.658  1.7260
C -3.164 2.823 -3.092  -0.3330
O -3.267 2.903 -1.701  -0.2252
C -3.925 1.829 -0.976  -0.8342
N -2.060 3.947 -5.034  -0.4272
H -4.335 5.150 -4.169  0.4832
H -2.874 6.255 -3.962  0.3844
H -3.615 5.569 -2.532  0.2708
H -1.565 4.251 -3.119  -0.9379
H -2.570 1.942 -3.336  -0.1103
H -4.138 2.590 -3.521  0.4572
H -4.084 1.983 0.091  0.2994
H -3.323 0.922 -1.031  0.3955
H -4.858 1.469 -1.411  0.4306
H -1.617 3.045 -5.131  -0.0350
H -2.909 3.887 -5.577  0.3623
C 1.029 5.492 -3.478  -1.2694
C 0.904 6.820 -2.796  0.3382
C -0.137 6.795 -1.672  -1.2552
O -0.178 5.596 -0.804  0.3572
C -1.306 5.453 0.061  -0.6839
N 2.188 7.086 -2.309  -0.6215
H 1.722 5.511 -4.319  0.5968
H 0.085 5.197 -3.934  0.2862
H 1.281 4.721 -2.750  -0.0748
H 0.613 7.560 -3.542  0.4511
H -1.131 6.836 -2.118  0.3655
H -0.089 7.642 -0.987  0.4999
H -1.219 4.496 0.577  0.1232
H -2.268 5.538 -0.443  0.1284
H -1.343 6.106 0.933  0.3688
H 2.157 8.028 -1.945  0.2487
H 2.766 7.144 -3.135  0.2465
C 6.071 4.492 3.234  -1.2197
C 6.170 3.345 4.334  0.3748
C 5.043 2.219 4.216  -0.3045
O 3.768 2.791 4.135  -0.4265
C 2.834 2.167 3.317  -0.2021
N 7.509 2.808 4.267  -0.7513
H 6.835 5.231 3.478  0.4328
H 5.100 4.974 3.124  0.0353
H 6.322 4.201 2.214  0.3318
H 6.078 3.788 5.326  0.2917
H 5.046 1.588 5.105  0.1738
H 5.266 1.630 3.326  0.1497
H 1.846 2.568 3.540  0.1767
H 2.668 1.102 3.479  0.4554
H 3.077 2.389 2.278  -0.0731
H 8.106 3.610 4.409  0.2786
H 7.703 2.303 5.120  0.2641
C -1.964 -1.907 0.257  -0.3738
C -0.958 -1.028 -0.459  1.4322
C -0.233 0.064 0.330  -0.3564
O 0.627 0.852 -0.484  -0.1038
C 0.674 2.294 -0.299  -0.4840
N 0.111 -1.871 -1.029  1.2587
H -2.258 -2.720 -0.406  -0.2536
H -2.920 -1.451 0.512  0.0938
H -1.635 -2.263 1.233  -0.4296
H -1.489 -0.589 -1.303  -0.6674
H 0.185 -0.280 1.276  -0.4010
H -1.048 0.670 0.724  0.8279
H -0.305 2.690 -0.566  -0.2097
H 1.438 2.573 -1.025  -0.2707
H 0.955 2.502 0.734  0.2967
H 0.841 -1.176 -1.096  0.3013
H -0.103 -1.998 -2.008  -1.1632
C 4.086 -1.943 7.510  -1.5411
C 2.608 -2.051 7.157  0.7382
C 2.402 -2.152 5.635  -0.4163
O 1.123 -2.506 5.275  -0.7814
C 0.927 -2.579 3.878  -0.5095
N 2.081 -3.212 7.820  -0.7972
H 4.691 -2.706 7.021  0.3511
H 4.220 -2.005 8.590  0.4034
H 4.392 -0.966 7.135  0.2938
H 2.070 -1.186 7.545  0.1426
H 3.047 -2.964 5.298  0.7085
H 2.862 -1.249 5.233  -0.1783
H 1.599 -3.351 3.504  0.4997
H 0.999 -1.609 3.386  -0.0542
H -0.078 -2.957 3.693  0.2261
H 2.442 -4.024 7.338  0.3111
H 1.090 -3.294 7.645  0.3096
C -5.913 -7.559 -1.219  -1.4051
C -4.970 -8.139 -0.220  0.6823
C -4.061 -7.177 0.637  -0.7940
O -3.093 -6.474 -0.096  -0.1250
C -2.177 -5.708 0.662  -0.3793
N -5.724 -9.013 0.688  -0.7414
H -6.471 -8.368 -1.690  0.4083
H -5.371 -7.010 -1.989  0.2965
H -6.693 -6.930 -0.789  0.3329
H -4.266 -8.840 -0.668  0.0469
H -3.513 -7.781 1.360  0.3515
H -4.654 -6.452 1.195  0.3530
H -1.507 -6.343 1.242  0.4028
H -2.640 -4.952 1.297  0.1910
H -1.408 -5.274 0.022  -0.1595
H -6.135 -8.426 1.400  0.2659
H -6.525 -9.378 0.195  0.2663
C 4.884 -1.407 -1.590  -1.6553
C 3.702 -0.895 -0.733  2.6893
C 4.229 -0.085 0.535  -0.3065
O 5.079 -0.776 1.483  -0.5201
C 4.527 -1.884 2.214  -0.3383
N 2.953 -0.066 -1.643  2.1626
H 5.265 -0.751 -2.373  0.1813
H 4.713 -2.327 -2.149  0.2437
H 5.658 -1.767 -0.913  0.5108
H 3.107 -1.750 -0.412  -0.8906
H 3.300 0.192 1.033  0.1822
H 4.707 0.836 0.202  -0.3490
H 4.183 -2.628 1.496  -0.0317
H 3.727 -1.480 2.835  0.1322
H 5.314 -2.317 2.831  0.3510
H 2.286 0.327 -0.995  -1.6498
H 3.529 0.706 -1.948  -0.1583
C -0.453 0.910 4.473  -1.2474
C -0.280 0.415 5.841  1.6078
C -0.940 1.238 6.994  -0.9491
O -0.443 2.556 7.114  -0.4344
C 0.900 2.568 7.711  -0.5857
N -0.945 -0.870 5.872  -0.4287
H 0.025 0.352 3.668  0.1555
H 0.037 1.882 4.413  0.4112
H -1.500 1.073 4.215  0.1479
H 0.757 0.132 6.024  -0.4076
H -0.794 0.716 7.940  0.5638
H -2.015 1.338 6.843  0.1552
H 1.622 2.175 6.996  0.1224
H 0.950 1.985 8.631  0.2876
H 1.381 3.519 7.936  0.3241
H -0.342 -1.570 5.464  0.2053
H -0.920 -1.146 6.844  0.3531

***

Number 1: strongest force on any atom 3.6 eV Å⁻¹, lowest unoccupied orbital energy 0.01823 Ha, gap between HOMO and LUMO 0.31756 Eh. Number 2: strongest force on any atom 3.1 eV Å⁻¹, lowest unoccupied orbital energy 0.01534 Ha, gap between HOMO and LUMO 0.33536 Eh.